1.
{
  "formula": "C2H3F2NO2",
  "method": "wB97M-V/def2-TZVPD",
  "symbols": ["C", "C", "N", "O", "O", "F", "F", "H", "H", "H"],
  "positions_angstrom": [[-1.1782, 0.2371, -0.2914], [0.0753, -0.1718, -0.9759], [1.2418, -0.3185, 1.2633], [2.4167, -0.5385, 1.1206], [0.5448, 0.0993, 2.1673], [0.3536, -1.3316, -1.4915], [0.6781, 0.8147, -1.5741], [-1.9376, 0.1283, -0.9500], [-1.2735, -0.1913, 0.7006], [-0.9211, 1.2724, 0.0311]],
  "forces_ev_per_a": [[3.5, 0.9, 2.1], [0.5, 0.3, 2.7], [-1.0, 0.3, -2.2], [-0.7, 0.3, 1.3], [1.5, -0.5, -0.2], [-0.3, 0.0, -0.3], [0.7, -0.1, -0.8], [-3.0, -0.1, -1.6], [-0.4, -0.9, -0.3], [-0.7, -0.4, -0.8]],
  "e_homo_ev": [-9.36, -8.24],
  "e_above_lowest_ev": 4.034,
  "multiplicity": 1,
  "largest_force_ev_per_a": 4.23,
  "total_energy_ev": -13137.2851,
  "homo_lumo_gap_ev": [9.57, 7.22]
}



2.
{
  "formula": "C2H3F2P",
  "method": "wB97M-V/def2-TZVPD",
  "symbols": ["C", "C", "F", "F", "P", "H", "H", "H"],
  "positions_angstrom": [[-0.2186, -0.0910, 0.7951], [0.1738, 0.6548, -0.4102], [1.4895, 0.8688, -0.6580], [-0.5532, 1.7693, -0.6115], [-0.7773, -0.9170, -0.7796], [0.5166, -0.6949, 1.5230], [-1.1375, 0.1905, 1.3001], [0.5066, -1.7804, -1.1589]],
  "forces_ev_per_a": [[0.7, -3.3, 2.1], [2.3, 4.5, 0.5], [-0.8, 0.0, 0.2], [0.7, -0.3, -0.2], [0.0, -4.9, -0.9], [-1.4, 1.7, -2.2], [0.2, 0.9, 0.0], [-1.7, 1.3, 0.3]],
  "e_homo_ev": [-5.23, -10.19],
  "e_above_lowest_ev": 3.182,
  "multiplicity": 3,
  "largest_force_ev_per_a": 5.08,
  "total_energy_ev": -16839.4769,
  "homo_lumo_gap_ev": [6.01, 6.71]
}



3.
{
  "formula": "C2H3F3N2O",
  "method": "wB97M-V/def2-TZVPD",
  "symbols": ["C", "C", "N", "N", "O", "F", "F", "F", "H", "H", "H"],
  "positions_angstrom": [[0.6043, -0.7204, -0.4135], [1.9113, -0.1765, 0.2721], [-3.0969, 0.1165, 0.7920], [-2.5256, 0.7102, -0.0429], [-0.2607, -0.0715, -0.9145], [2.7958, 0.6178, -0.5094], [1.6566, 0.5747, 1.3586], [2.6675, -1.2815, 0.6313], [0.5897, -1.7354, -0.1729], [-1.5632, 0.3760, -0.4446], [-2.7788, 1.5901, -0.5562]],
  "forces_ev_per_a": [[1.3, 1.6, 1.2], [2.8, 1.2, -0.5], [-1.8, -0.9, 1.9], [3.3, 0.5, -2.7], [1.3, 0.0, -1.2], [-2.1, -1.6, 0.9], [-0.1, -0.9, -0.7], [-1.3, 1.4, -0.3], [-0.6, -2.2, -0.1], [-2.0, 0.7, 0.9], [-0.9, 0.2, 0.4]],
  "e_homo_ev": -7.72,
  "e_above_lowest_ev": 3.843,
  "multiplicity": 1,
  "largest_force_ev_per_a": 4.30,
  "total_energy_ev": -15298.8721,
  "homo_lumo_gap_ev": 6.57
}



4.
{
  "formula": "C2H3F3NO3S",
  "method": "wB97M-V/def2-TZVPD",
  "symbols": ["C", "C", "N", "O", "O", "O", "F", "F", "F", "S", "H", "H", "H"],
  "positions_angstrom": [[-1.4083, 0.0395, 0.1102], [0.6851, -1.3719, -0.0124], [-0.0739, -0.1346, 0.4883], [0.0805, 2.2502, 0.9559], [2.1151, 1.2178, 0.1938], [0.2363, 1.4345, -1.3600], [1.6632, -1.6046, 0.8037], [-0.0962, -2.4534, -0.0344], [1.1772, -1.2635, -1.2302], [0.7230, 1.3541, 0.0077], [-1.4424, 0.0366, -0.9804], [-2.0973, -0.5861, 0.6969], [-1.5624, 1.0812, 0.3609]],
  "forces_ev_per_a": [[-1.4, 0.1, -0.5], [-2.6, 3.1, 0.7], [4.2, -2.7, 0.2], [0.2, 0.5, -0.4], [2.1, -0.6, 0.0], [0.7, 0.9, -0.3], [1.5, -0.4, 1.1], [-0.8, -0.5, 0.2], [0.4, 0.1, -1.1], [-2.6, 0.1, 0.4], [-1.0, -0.6, -0.1], [0.1, 0.0, -0.6], [-0.8, 0.1, 0.2]],
  "e_homo_ev": -5.33,
  "e_above_lowest_ev": 0.000,
  "multiplicity": 1,
  "smiles": "CN(C(F)(F)F)S(=O)(=O)[O-]",
  "largest_force_ev_per_a": 5.01,
  "total_energy_ev": -28744.8364,
  "homo_lumo_gap_ev": 9.33,
  "total_charge": -1
}



5.
{
  "formula": "C2H3F3O2Si",
  "method": "wB97M-V/def2-TZVPD",
  "symbols": ["O", "F", "F", "F", "O", "C", "C", "Si", "H", "H", "H"],
  "positions_angstrom": [[0.7835, -0.8678, -1.0175], [-2.0956, -1.2987, 0.5108], [-2.3763, 0.3611, -0.9324], [-1.7090, -1.6169, -1.6175], [-0.0629, 0.7022, 0.4146], [-0.1519, -0.3007, -0.4645], [-1.6193, -0.7353, -0.5989], [1.5064, 0.9151, 0.8529], [1.9257, -0.5025, 1.1833], [1.4525, 1.9434, 1.9317], [2.3470, 1.4002, -0.2623]],
  "forces_ev_per_a": [[-2.1, 1.4, 1.1], [0.1, 0.4, -0.3], [0.5, -1.1, 0.6], [-0.2, 0.5, 0.8], [-1.2, -0.6, -1.2], [1.0, -1.1, -0.3], [-0.5, 0.2, -1.7], [2.4, -0.1, 0.8], [0.1, 0.9, 0.3], [0.0, -0.4, -0.2], [-0.2, 0.1, 0.1]],
  "e_homo_ev": -11.83,
  "e_above_lowest_ev": 0.000,
  "multiplicity": 1,
  "largest_force_ev_per_a": 2.71,
  "total_energy_ev": -22248.2857,
  "homo_lumo_gap_ev": 12.38
}



6.
{
  "formula": "C2H3F3S",
  "method": "wB97M-V/def2-TZVPD",
  "symbols": ["C", "C", "F", "F", "F", "S", "H", "H", "H"],
  "positions_angstrom": [[-0.5173, 0.3562, 1.8841], [0.8687, -1.1790, -1.0891], [0.4743, 1.3397, 1.7047], [-0.8691, 0.4533, 3.1594], [-0.2124, -0.6336, -1.6473], [2.2887, -0.9414, -1.9431], [-1.3117, 0.7487, 1.2733], [-0.0448, -0.7193, 1.5880], [2.0534, 0.0369, -2.8018]],
  "forces_ev_per_a": [[2.3, -0.5, -1.3], [-1.0, -0.5, 0.2], [-0.1, -0.9, 0.0], [-0.3, -0.6, 0.9], [0.6, 0.3, 0.1], [0.9, -0.3, 0.5], [-0.6, -0.6, -0.4], [-1.3, 2.6, 0.8], [-0.5, 0.5, -0.8]],
  "e_homo_ev": -9.88,
  "e_above_lowest_ev": 3.833,
  "multiplicity": 1,
  "largest_force_ev_per_a": 3.01,
  "total_energy_ev": -21107.0153,
  "homo_lumo_gap_ev": 9.58
}



7.
{
  "formula": "C2H3F3Si",
  "method": "wB97M-V/def2-TZVPD",
  "symbols": ["C", "C", "F", "F", "F", "Si", "H", "H", "H"],
  "positions_angstrom": [[1.5964, -0.3076, 0.0569], [0.3635, -0.7106, -0.2215], [2.7293, -0.9188, -0.2433], [1.7983, 0.8992, 0.5623], [-3.0611, 0.8160, -0.0804], [-1.3047, 0.4770, 0.1250], [-1.4077, 0.2643, 1.7126], [-1.1031, 1.1288, -1.2095], [0.3892, -1.6482, -0.7021]],
  "forces_ev_per_a": [[-1.8, 0.3, -0.6], [-0.9, 0.7, 0.8], [-0.1, 0.3, 0.3], [0.8, 0.3, 0.4], [2.9, -1.5, 0.5], [-1.1, -0.7, 0.0], [0.3, 1.0, -1.8], [0.2, 0.8, 0.9], [-0.4, -1.1, -0.5]],
  "e_homo_ev": -9.95,
  "e_above_lowest_ev": 6.606,
  "multiplicity": 1,
  "smiles": "F[SiH2]C=C(F)F",
  "largest_force_ev_per_a": 3.34,
  "total_energy_ev": -18150.7993,
  "homo_lumo_gap_ev": 9.09
}



8.
{
  "formula": "C2H3FHgO2P",
  "method": "wB97M-V/def2-TZVPD",
  "symbols": ["P", "F", "O", "C", "H", "H", "C", "O", "Hg", "H"],
  "positions_angstrom": [[-1.5863, 0.4972, 2.1018], [0.2329, 0.1194, 3.1087], [0.1590, 1.1380, -0.0288], [0.2776, 0.5457, -1.2499], [-0.1699, 1.0586, -2.1092], [-2.2591, 0.2649, 0.8641], [0.7602, -0.7173, -1.3407], [0.9709, -1.4663, -0.2468], [0.6067, -0.2942, 1.2223], [1.0081, -1.1460, -2.3215]],
  "forces_ev_per_a": [[-2.8, 0.5, 0.2], [1.5, 0.4, 3.5], [-0.9, 3.2, -4.0], [-0.2, 0.2, 0.3], [0.5, 0.0, 0.2], [-0.1, 0.1, -0.4], [-0.3, 0.4, -1.3], [1.5, -2.2, -2.8], [1.2, -2.4, 3.9], [-0.3, -0.1, 0.4]],
  "e_homo_ev": [-2.92, -3.02],
  "e_above_lowest_ev": 1.882,
  "multiplicity": 1,
  "largest_force_ev_per_a": 5.22,
  "total_energy_ev": -22393.6550,
  "homo_lumo_gap_ev": [6.23, 6.22],
  "total_charge": -1
}